DFT (ωB97M-V with the def2-TZVPD basis set) results for one molecule with the formula C3H6N2O3 in a non-equilibrium geometry.

SMILES string: CN(C)C(=O)n1oo1
Frontier orbital gap in eV: 10.4
HOMO level in eV: -9.76
Total charge: 0

```
14
Properties=species:S:1:pos:R:3:forces:R:3:nbo_charge:R:1
C -1.44629 1.17589 0.23369 0.4 -4.1 2.5 -0.4007
N -0.40258 0.22503 -0.27814 1.5 0.2 0.4 -0.4325
C -0.51936 -1.20137 -0.24350 1.6 -1.4 -0.8 -0.4333
C 0.91337 0.69105 -0.29337 -2.2 1.3 0.8 0.7248
O 1.20895 1.85821 -0.26588 0.5 -0.2 -0.1 -0.5689
N 1.87358 -0.36065 -0.45540 0.4 -1.1 -1.1 0.0397
O 3.07049 -0.21506 0.22785 0.7 1.3 -0.2 -0.0799
O 2.09802 -1.10796 0.71281 -0.7 -0.7 0.6 -0.1258
H -1.20332 2.01601 -0.31930 -0.1 2.4 0.0 0.2404
H -2.43850 0.77220 0.03923 0.1 0.1 -0.8 0.2060
H -1.46861 1.07151 1.41369 0.6 1.3 -2.2 0.2011
H -0.23914 -1.66426 -1.22805 0.1 0.5 0.9 0.2161
H 0.03256 -1.72183 0.56654 -0.1 0.5 -0.4 0.2014
H -1.47917 -1.53878 -0.11018 -2.7 -0.2 0.4 0.2117
```
Positions in Å, forces in eV/Å.

***

DFT (ωB97M-V with the def2-TZVPD basis set) results for a 2-piece molecular cluster, C3H6N2O3 overall in a non-equilibrium geometry.

SMILES string: C=C[N+](=O)[O-].C=[NH+][O-]
Frontier orbital gap (alpha / beta) in eV: 8.2 / 8.2
HOMO level (alpha / beta) in eV: -8.80 / -8.80
Total charge: 0

```
14
Properties=species:S:1:pos:R:3:forces:R:3:nbo_charge:R:1
C -1.69625 -1.58026 -0.52253 -1.3 0.2 3.0 -0.3073
C -1.68770 -0.90178 0.65854 0.0 -0.9 -1.4 -0.1022
N -1.26972 0.50894 0.74570 -0.5 -0.3 1.2 0.5210
O -0.94579 1.15473 -0.22062 -0.4 0.3 -1.4 -0.4305
O -1.37191 0.99209 1.85480 0.1 -0.1 0.1 -0.3557
H -1.40354 -1.12810 -1.42090 0.6 0.8 -1.0 0.2216
H -2.18172 -2.56928 -0.63611 0.7 0.6 0.5 0.2237
H -1.97097 -1.14933 1.69125 0.0 -0.5 -0.9 0.2433
C 2.70349 0.89160 -0.71627 -0.7 -2.0 2.7 -0.2596
N 1.52529 0.67590 -0.14234 1.4 2.1 -2.0 -0.0135
O 1.24883 -0.30955 0.53704 -0.7 -1.2 1.1 -0.5215
H 3.55161 0.23271 -0.34627 -1.3 0.9 -0.9 0.2072
H 2.81734 1.80757 -1.18542 0.3 1.4 -1.0 0.1876
H 0.68106 1.37476 -0.29686 1.8 -1.2 0.1 0.3859
```
Positions in Å, forces in eV/Å.

***

DFT (ωB97M-V with the def2-TZVPD basis set) results for C3H6N2O3 as an isolated structure in a non-equilibrium geometry.

Frontier orbital gap in eV: 11.0
HOMO level in eV: -10.66
Total charge: 0

```
14
Properties=species:S:1:pos:R:3:forces:R:3:nbo_charge:R:1
O 1.01437 -1.03808 -1.04391 0.6 1.0 0.6 -0.6289
C 0.48905 -0.29272 -0.17348 -1.1 -1.2 -0.6 0.6805
N 0.05544 0.95662 -0.43814 1.0 -2.0 0.0 -0.6532
C 0.16880 1.50930 -1.76888 1.4 -2.2 0.7 0.8954
O 0.68231 0.77126 -2.70848 1.9 -2.3 1.0 -0.7145
O -0.17715 2.61575 -1.83835 -1.5 3.9 -1.0 -0.5919
C 0.15515 -0.88164 1.19147 -0.8 -1.8 1.5 -0.3219
N -1.23940 -0.44294 1.72464 3.1 -0.1 0.4 -0.8107
H -0.41219 1.50292 0.28043 0.1 -0.2 -0.3 0.4465
H 1.31285 -0.22163 -2.21324 -3.0 2.3 0.0 0.5347
H 0.90105 -0.45011 1.93172 -0.7 -0.8 -0.8 0.2325
H 0.18605 -2.13547 1.18447 0.5 3.6 -0.3 0.2213
H -1.25176 -0.90184 2.63966 -0.1 0.6 0.0 0.3587
H -1.88454 -0.99143 1.23210 -1.3 -0.7 -1.2 0.3514
```
Positions in Å, forces in eV/Å.

***

DFT (ωB97M-V with the def2-TZVPD basis set) results for a 2-piece molecular cluster, C3H6N2O3 overall in a non-equilibrium geometry.

Frontier orbital gap (alpha / beta) in eV: 8.6 / 6.8
HOMO level (alpha / beta) in eV: -8.38 / -8.81
Total charge: 0
2S+1: 3

```
14
Properties=species:S:1:pos:R:3:forces:R:3:nbo_charge:R:1
C 0.69234 1.33363 0.04952 0.4 -0.2 -0.7 -0.6505
C 1.71693 -1.08254 0.02601 0.7 -1.6 -1.8 -0.6561
C 0.58055 -0.12014 -0.12843 -0.2 -3.3 0.0 0.1247
N -3.37571 0.69481 0.23596 1.6 -0.6 -0.3 0.5204
N -0.55041 -0.70055 -0.12342 0.0 0.5 -1.1 0.1363
O -2.18320 0.66313 0.42935 -2.3 1.5 0.9 -0.2829
O -3.99031 0.20334 -0.64168 -0.8 0.1 -0.1 -0.2411
O -1.14289 -1.76305 -0.21119 0.6 -0.2 0.2 -0.3306
H 1.31871 1.80200 -0.77877 -0.4 -0.5 1.4 0.2270
H -0.34485 1.64668 -0.12785 0.6 0.8 0.9 0.2494
H 1.13423 1.32863 1.08739 -0.5 1.4 -1.0 0.2311
H 2.49656 -0.91070 -0.75227 -0.6 -0.3 0.2 0.2195
H 2.24197 -0.88909 0.91618 0.6 0.2 1.5 0.2149
H 1.40607 -2.20616 0.01919 0.4 2.2 -0.1 0.2380
```
Positions in Å, forces in eV/Å.

***

DFT (ωB97M-V with the def2-TZVPD basis set) results for a 2-piece molecular cluster, C3H6N2O3S overall in a non-equilibrium geometry.

Frontier orbital gap in eV: 10.5
HOMO level in eV: -9.79
Total charge: 0

```
15
Properties=species:S:1:pos:R:3:forces:R:3:nbo_charge:R:1
C -4.00016 0.35536 -0.86819 -4.4 0.3 -0.2 -0.1194
C -2.86242 0.11527 -0.73112 0.6 -0.1 -0.3 -0.1351
C -1.49717 -0.12231 -0.69973 4.2 -1.5 0.8 0.5904
N -1.11153 -1.38005 -0.25563 0.9 -1.1 0.6 -0.8369
N 2.24755 1.27832 0.73359 1.6 -1.8 -0.9 -1.0429
O -0.65923 0.73462 -0.96260 -0.6 0.2 0.3 -0.6042
O 1.67313 -1.05898 -0.03735 0.5 0.3 -0.4 -0.9808
O 3.77095 0.04424 -0.96554 -0.5 0.3 0.5 -0.9282
S 2.10364 0.21825 -0.62585 2.1 -0.3 1.7 1.6840
H 4.46664 0.23480 -0.27745 -1.6 -0.2 -0.5 0.5020
H -5.09066 0.40906 -0.93737 1.1 0.2 0.0 0.2432
H -1.69652 -2.19805 -0.45718 0.1 0.9 0.4 0.3925
H -0.11248 -1.61964 0.12109 -2.3 1.2 -1.6 0.4583
H 2.20516 0.78950 1.62961 -0.1 -0.1 -0.5 0.3912
H 1.53458 1.92902 0.64092 -1.6 1.6 0.0 0.3860
```
Positions in Å, forces in eV/Å.

***

DFT (ωB97M-V with the def2-TZVPD basis set) results for a 2-piece molecular cluster, C3H6N2O5 overall in a non-equilibrium geometry.

SMILES string: CO/C(O)=[N+](/[O-])O.N=C=O
Frontier orbital gap in eV: 9.1
HOMO level in eV: -8.62
Total charge: 0

```
16
Properties=species:S:1:pos:R:3:forces:R:3:nbo_charge:R:1
C 0.23444 -1.76295 -0.36652 -0.3 1.2 -3.4 -0.2376
O 0.20001 -0.32705 -0.34747 0.4 1.0 1.3 -0.4673
C 0.55370 0.26277 0.81512 1.3 -2.7 -0.8 0.7102
O 1.02590 -0.47140 1.86123 -1.0 -0.3 -1.0 -0.6773
N 0.67123 1.51115 0.92970 -0.5 2.3 -1.7 0.2340
O 0.94881 2.08600 2.00598 0.5 0.8 1.6 -0.6156
O 0.34455 2.32081 -0.19065 -0.9 -4.3 -1.1 -0.5384
H -0.46961 -2.16108 0.28618 -1.4 -0.8 1.0 0.1900
H 1.19730 -1.99227 -0.06292 1.8 -1.2 0.3 0.1898
H 0.03060 -2.01100 -1.48447 0.4 0.2 2.2 0.2136
H 1.21468 0.14041 2.59156 0.0 0.4 -0.1 0.5274
H 0.51672 3.17816 0.06038 0.8 3.1 1.6 0.4859
N -2.06834 0.81432 1.87906 0.6 0.8 1.8 -0.7554
C -2.02587 0.51598 0.72367 -2.2 -1.0 0.2 0.8231
O -2.41262 0.07717 -0.27650 0.4 0.2 -1.5 -0.5075
H -1.39265 0.94126 2.61392 0.1 0.2 -0.3 0.4250
```
Positions in Å, forces in eV/Å.

***

DFT (ωB97M-V with the def2-TZVPD basis set) results for one molecule with the formula C3H6N2OS in a non-equilibrium geometry.

Frontier orbital gap (alpha / beta) in eV: 8.4 / 8.4
HOMO level (alpha / beta) in eV: -8.25 / -8.25
Total charge: 0

```
13
Properties=species:S:1:pos:R:3:forces:R:3:nbo_charge:R:1
C 0.65636 0.85340 -0.65253 -0.2 -0.1 -0.2 0.6264
C -1.56216 -0.86856 0.74357 0.2 0.2 -0.6 -0.1255
C 2.10429 1.30506 -0.63489 -0.2 0.0 -0.1 -0.6903
N 0.58082 -0.43876 -0.24966 1.9 -0.6 0.1 -0.4859
N -0.46053 -1.14502 0.10068 -1.5 -0.2 0.5 -0.1998
O -0.24325 1.56163 -1.07343 -0.5 0.1 0.3 -0.6389
S -2.61587 -2.16107 1.25546 0.2 -0.2 0.1 0.0465
H -1.82614 0.15424 0.95679 0.2 0.1 -0.1 0.2409
H 2.29590 1.93811 -1.49607 0.0 0.1 0.0 0.2248
H 2.76704 0.44734 -0.63263 0.1 0.0 0.0 0.2265
H 2.27132 1.89079 0.26527 0.1 0.1 0.1 0.2239
H -0.28566 -2.14629 -0.04755 -0.1 0.4 0.0 0.3978
H -3.68212 -1.39088 1.46498 -0.1 0.1 0.0 0.1535
```
Positions in Å, forces in eV/Å.

***

DFT (ωB97M-V with the def2-TZVPD basis set) results for one molecule with the formula C3H6N2OS in a non-equilibrium geometry.

SMILES string: NN[C@@H](C=O)C=S
Frontier orbital gap in eV: 8.4
HOMO level in eV: -8.79
Total charge: 0

```
13
Properties=species:S:1:pos:R:3:forces:R:3:nbo_charge:R:1
N 1.69363 0.47922 0.49119 1.1 0.5 1.2 -0.6754
N 0.39083 0.82449 0.06072 0.8 -0.2 -0.1 -0.4696
C -0.31852 -0.30267 -0.46496 -3.5 3.5 -0.4 -0.2257
C -1.12998 -0.86043 0.60441 -1.1 0.3 3.5 0.4444
O -2.01704 -1.65553 0.55503 -0.1 -0.7 -0.3 -0.5086
C -1.55008 0.33779 -1.37103 2.5 0.5 1.7 -0.2728
S -1.81283 1.89934 -1.36939 -0.3 0.8 -0.2 0.1188
H 2.27332 1.20554 0.08084 0.3 -0.3 0.3 0.3550
H 1.86554 0.52480 1.54028 -0.7 -0.1 -1.7 0.3427
H -0.14979 1.34374 0.76734 0.3 -0.5 -0.7 0.3611
H 0.13502 -1.07039 -0.97771 1.8 -1.2 -1.3 0.2543
H -0.92136 -0.27751 1.61792 -0.3 -1.0 -1.2 0.0733
H -2.25330 -0.27053 -1.83446 -0.8 -1.7 -0.7 0.2025
```
Positions in Å, forces in eV/Å.

***

DFT (ωB97M-V with the def2-TZVPD basis set) results for one molecule with the formula C3H6N2OS2 in a non-equilibrium geometry.

SMILES string: CC(=S)NS/C=N\O
Frontier orbital gap in eV: 9.0
HOMO level in eV: -8.94
Total charge: 0

```
14
Properties=species:S:1:pos:R:3:forces:R:3:nbo_charge:R:1
C 1.83612 0.54437 -0.21626 0.2 -1.7 -0.5 -0.7221
C 0.53116 1.25266 -0.44115 -1.0 0.6 0.5 0.1131
S 0.44222 2.59940 -1.38074 0.1 -0.1 0.0 -0.1007
N -0.68375 0.84146 0.14185 0.4 3.6 -1.3 -0.8068
S -0.81221 -0.39365 1.26276 -0.5 0.9 0.5 0.4204
C -1.40180 -1.68786 0.23714 1.3 0.9 0.7 -0.1890
N -0.63870 -2.65122 0.03624 1.3 -2.8 -1.3 -0.0560
O 0.67884 -2.80724 0.42480 0.2 3.2 1.0 -0.5297
H 2.60653 1.08486 -0.78018 -0.2 0.0 0.5 0.2624
H 2.17117 0.39003 0.86977 -0.8 0.1 -1.6 0.2452
H 1.73719 -0.44906 -0.80326 0.3 1.1 1.3 0.2457
H -1.34639 1.75124 -0.00906 1.3 -3.2 0.8 0.4438
H -2.33661 -1.71190 -0.28456 -0.6 0.1 0.2 0.2243
H 1.12155 -1.88601 0.77170 -1.9 -2.6 -0.9 0.4493
```
Positions in Å, forces in eV/Å.

***

ΔE to the lowest compared entry with this formula, charge and spin (computed, kJ/mol): 807.9 756.8 168.3 176.6 246.5 164.8 309.1 415.6 421.3
E_tot (computed, Ha): -452.89332 -452.91278 -453.13693 -452.87788 -851.23975 -603.46518 -700.77147 -700.73091 -1098.91343